Entry 1:
87
Properties=species:S:1:pos:R:3:forces:R:3 method="wB97M-V/def2-TZVPD" homo_lumo_gap_ev=5.28 homo_energy_ha=-0.1876 multiplicity=1
C 2.481 0.940 -5.119 0.37 0.61 0.34
C 2.995 0.345 -3.949 0.23 0.28 -0.32
C 4.215 0.838 -3.438 -0.26 0.37 -0.21
C 4.770 1.989 -4.014 -0.71 -0.97 0.00
N 4.196 2.594 -5.045 0.46 0.89 -0.41
C 3.102 2.096 -5.609 -0.04 -1.10 0.68
C 2.229 -0.676 -3.290 -1.09 -1.51 0.08
C 1.457 -1.527 -2.854 0.79 1.43 0.36
C 0.721 -2.281 -1.851 0.04 -0.76 0.15
C -0.439 -1.795 -1.216 0.02 -0.39 0.50
C -0.854 -2.324 0.045 0.44 -0.33 -0.33
C 0.015 -3.245 0.662 -0.44 -0.71 -0.30
C 0.907 -3.998 -0.114 0.12 0.98 -0.60
C 1.246 -3.511 -1.394 0.02 0.11 0.74
Pd -0.451 -0.575 1.396 0.83 1.26 -0.74
P 0.051 1.596 0.169 0.26 -0.55 -0.50
H 4.713 0.380 -2.593 -0.23 -0.06 0.04
H 1.595 0.559 -5.606 -0.07 -0.06 0.16
H 5.694 2.412 -3.614 -0.27 -0.03 -0.18
H 2.685 2.605 -6.472 0.16 0.08 0.06
H 1.973 -4.058 -1.999 -0.13 0.30 0.24
H -1.007 -1.033 -1.728 -0.13 0.11 0.23
H 1.354 -4.917 0.229 0.11 0.07 0.30
H -1.837 -2.245 0.521 0.38 0.34 -0.54
C -0.692 3.052 1.049 -0.01 0.15 -0.16
C -0.183 4.474 0.825 -0.14 0.29 0.11
H -0.606 2.811 2.118 -0.03 -0.07 -0.19
H -1.772 3.012 0.835 0.28 -0.11 0.04
H -0.704 5.160 1.506 0.09 -0.09 -0.06
H 0.884 4.570 1.036 -0.04 -0.04 -0.05
H -0.376 4.840 -0.187 0.15 -0.12 0.11
C 1.868 1.919 -0.065 -0.09 0.32 -0.01
C 2.342 3.010 -1.028 0.32 0.23 -0.10
H 2.263 0.951 -0.408 -0.09 0.10 0.16
H 2.296 2.100 0.928 -0.14 -0.08 -0.22
H 3.428 3.154 -0.906 -0.24 -0.01 -0.10
H 2.182 2.734 -2.080 -0.07 0.08 0.29
H 1.864 3.982 -0.840 0.14 -0.35 -0.10
C -0.534 1.688 -1.593 -0.09 0.43 0.05
C -0.811 3.064 -2.208 -0.05 0.09 -0.43
H -1.452 1.088 -1.619 0.18 0.13 0.01
H 0.202 1.141 -2.204 -0.09 0.08 0.24
H -1.211 2.949 -3.228 0.04 0.04 0.20
H -1.550 3.640 -1.637 0.14 -0.19 -0.06
H 0.097 3.674 -2.299 -0.26 -0.18 0.11
Br -0.273 -3.600 2.547 -0.15 -1.13 -1.16
P 1.319 -0.439 2.927 -1.94 -0.24 -1.15
C 2.032 1.187 3.352 0.35 0.23 0.34
C 2.427 1.396 4.814 0.26 0.29 0.09
H 1.280 1.939 3.061 0.29 -0.25 0.09
H 2.911 1.346 2.709 -0.24 -0.04 0.14
H 2.782 2.427 4.946 -0.06 -0.18 0.10
H 1.579 1.247 5.491 0.17 0.01 -0.11
H 3.242 0.728 5.124 -0.21 0.08 -0.09
C 0.532 -1.118 4.435 0.42 -0.57 0.40
C 1.422 -1.979 5.324 -0.16 -0.01 0.69
H -0.299 -1.745 4.063 0.45 0.76 0.36
H 0.083 -0.280 4.991 0.16 -0.18 -0.19
H 0.800 -2.430 6.111 0.29 -0.01 -0.07
H 1.901 -2.799 4.770 -0.13 0.27 0.08
H 2.199 -1.378 5.817 -0.09 -0.23 -0.12
C 2.656 -1.497 2.263 0.48 0.01 0.46
C 4.014 -1.416 2.960 0.23 -0.38 -0.14
H 2.747 -1.203 1.203 -0.06 -0.05 0.35
H 2.261 -2.525 2.250 0.17 0.36 0.07
H 4.716 -2.091 2.454 0.04 0.13 0.15
H 4.440 -0.408 2.914 -0.11 -0.13 0.04
H 3.954 -1.724 4.010 0.01 0.11 -0.18
C -4.037 0.618 -1.640 0.05 0.19 -0.19
N -4.211 -0.616 -0.899 0.34 -0.30 0.08
C -3.776 -0.866 0.380 -0.50 0.45 -0.03
Se -2.843 0.306 1.518 -1.16 -0.87 -0.47
N -4.271 -2.106 0.686 0.33 -0.02 0.25
C -5.086 -2.600 -0.338 0.08 0.39 0.51
C -6.038 -3.605 -0.321 0.00 -0.50 -0.27
C -6.913 -3.657 -1.413 0.21 0.09 0.08
C -6.833 -2.720 -2.463 0.28 0.03 0.14
C -5.876 -1.705 -2.462 0.39 -0.43 0.56
C -5.004 -1.673 -1.368 -0.66 0.71 0.19
H -3.584 1.367 -0.977 -0.10 -0.30 -0.18
H -5.020 0.983 -1.976 0.29 -0.12 0.12
H -3.394 0.455 -2.524 -0.27 0.08 0.40
H -4.121 -2.543 1.594 -0.07 0.36 -0.45
H -6.058 -4.316 0.516 -0.25 0.33 -0.48
H -7.690 -4.419 -1.451 0.23 0.17 0.05
H -7.544 -2.775 -3.279 0.08 -0.05 0.08
H -5.773 -0.951 -3.230 -0.30 -0.09 -0.12



Entry 2:
7
Properties=species:S:1:pos:R:3:forces:R:3 method="wB97M-V/def2-TZVPD" homo_lumo_gap_ev="6.64 / 6.94" homo_energy_ha="-0.1104 / -0.1280" total_charge=-1 e_above_lowest_kcal_mol=88.2 smiles=CN([O-])I multiplicity=1
C 0.384 0.328 -0.428 -0.57 1.41 2.16
N -0.234 -0.908 0.131 2.79 -2.77 2.95
O 0.528 -1.650 1.172 -2.48 3.83 -4.34
I -2.279 -0.047 1.038 -0.30 0.19 0.20
H 0.708 1.192 0.198 0.07 -1.00 0.73
H 1.178 0.192 -1.077 1.97 -1.38 -1.08
H -0.285 0.893 -1.033 -1.48 -0.27 -0.63



Entry 3:
71
Properties=species:S:1:pos:R:3:forces:R:3 method="wB97M-V/def2-TZVPD" homo_lumo_gap_ev="8.75 / 6.33" homo_energy_ha="-0.5134 / -0.5286" total_charge=+2 multiplicity=6
Fe -0.013 0.072 -0.583 0.59 -0.37 -0.60
P 2.223 -0.383 -0.590 1.29 -0.06 -0.97
C 2.443 -0.411 -2.402 0.33 0.14 -0.10
C 1.284 -1.109 -3.036 -0.08 -0.02 0.13
N 0.084 -0.808 -2.481 -0.16 0.07 -0.68
C -1.065 -1.175 -3.084 0.24 -0.47 -0.34
C -1.050 -2.046 -4.169 -0.34 0.27 0.17
C 0.175 -2.451 -4.704 0.02 0.12 0.42
C 1.350 -1.957 -4.146 0.06 0.27 0.17
C -2.334 -0.572 -2.522 -0.23 -0.20 0.03
P -1.896 0.889 -1.498 -1.05 0.45 -0.74
H 2.330 -2.193 -4.547 -0.19 -0.06 -0.06
H -2.007 -2.385 -4.568 0.35 0.08 -0.09
H 0.205 -3.140 -5.543 0.01 0.14 0.11
H -3.004 -0.240 -3.327 0.12 -0.24 0.11
H -2.891 -1.301 -1.913 0.12 0.22 -0.13
H 2.407 0.797 -2.749 0.04 -2.39 0.54
H 3.412 -0.833 -2.703 -0.22 0.03 0.04
H 1.796 2.634 -2.366 1.08 -0.82 -2.10
O 2.193 2.077 -3.180 -0.26 2.32 0.72
H 3.038 2.461 -3.478 -0.52 0.04 0.14
H 0.387 2.206 -1.124 1.09 2.08 -0.35
O 0.989 3.037 -1.217 -2.03 -1.11 0.90
H 0.362 3.788 -1.168 0.50 -0.33 -0.16
C -1.795 2.202 -2.752 -0.10 0.11 -0.21
H -2.542 1.987 -3.526 0.11 0.31 0.13
H -2.013 3.174 -2.289 0.06 -0.18 -0.20
H -0.804 2.230 -3.226 -0.28 -0.03 0.12
C -3.330 1.270 -0.475 -0.29 0.08 0.06
H -3.156 2.245 0.003 -0.16 -0.26 -0.10
H -4.237 1.313 -1.094 0.18 0.05 0.28
H -3.445 0.511 0.312 0.00 0.23 -0.24
C 2.758 -1.986 0.056 0.17 -0.19 0.27
H 3.828 -2.122 -0.157 -0.32 -0.04 0.09
H 2.594 -2.011 1.142 0.17 -0.02 -0.26
H 2.187 -2.806 -0.398 0.15 0.23 0.05
C 3.447 0.799 0.026 0.24 0.05 0.20
H 3.154 1.114 1.035 0.22 -0.05 -0.15
H 4.430 0.308 0.063 -0.20 0.31 0.02
H 3.496 1.688 -0.618 -0.04 -0.30 0.18
C -0.738 0.793 5.831 -0.12 -0.11 0.23
C -0.390 0.969 4.381 -0.24 -0.61 -0.21
C 0.208 2.165 3.966 0.13 0.15 -0.31
C 0.553 2.372 2.622 -0.04 -0.10 -0.45
C 1.201 3.650 2.163 0.12 0.30 -0.14
C 0.271 1.361 1.712 0.30 0.73 -0.43
C -0.328 0.131 2.086 -0.37 -1.18 -1.05
C -0.662 -0.040 3.449 -0.03 0.34 1.05
N -0.523 -0.779 1.050 -0.36 0.12 2.66
C -1.026 -2.145 1.301 -0.13 -0.25 0.02
C -0.124 -2.879 2.288 0.27 -0.20 0.31
C -2.470 -2.090 1.792 -0.40 0.05 0.16
C -1.037 -2.983 0.021 0.13 0.06 -0.33
H 0.142 0.922 6.475 -0.17 -0.04 -0.22
H -1.478 1.538 6.154 0.15 -0.15 -0.13
H -1.154 -0.201 6.016 0.06 0.17 0.03
H 0.405 2.958 4.695 -0.05 -0.31 -0.22
H 0.536 4.514 2.310 0.15 -0.27 0.06
H 2.127 3.859 2.720 -0.29 -0.11 -0.14
H 1.444 3.600 1.093 0.02 0.01 0.39
H 0.552 1.519 0.632 -0.04 0.25 1.51
H -1.141 -0.949 3.814 0.26 0.51 -0.17
H -0.556 -3.868 2.490 0.19 0.21 -0.04
H 0.876 -3.014 1.861 -0.25 -0.07 0.11
H -0.014 -2.354 3.236 0.05 -0.23 -0.12
H -3.118 -1.652 1.020 0.09 -0.15 0.17
H -2.811 -3.115 1.992 0.00 0.32 -0.05
H -2.583 -1.500 2.702 -0.14 -0.16 -0.16
H -1.722 -2.579 -0.736 0.15 -0.09 0.19
H -0.039 -3.084 -0.424 -0.19 0.05 0.09
H -1.389 -3.991 0.282 0.11 0.32 -0.17